{"formula": "C6H12Si", "method": "ωB97M-V/def2-TZVPD", "species": ["C", "C", "C", "C", "C", "C", "Si", "H", "H", "H", "H", "H", "H", "H", "H", "H", "H", "H", "H"], "coordinates": [[-1.625, -0.370, -1.153], [-1.630, -1.777, -0.932], [-2.528, 0.409, -0.608], [-0.535, -2.532, -1.065], [2.626, 0.545, -0.419], [0.396, 1.055, 1.520], [1.990, 0.071, 1.325], [-0.852, 0.106, -1.828], [-2.478, -2.336, -0.460], [-3.321, -0.040, -0.009], [-2.571, 1.529, -0.617], [-0.554, -3.546, -0.913], [0.236, -2.262, -1.708], [2.781, 1.523, -0.587], [3.577, 0.115, -0.440], [2.063, 0.375, -1.309], [0.542, 1.826, 2.273], [0.182, 1.705, 0.534], [-0.468, 0.477, 1.641]], "forces_ev_per_angstrom": [[0.753, 1.493, -1.673], [0.527, -2.359, 1.145], [-1.443, 1.764, 1.035], [-1.579, 1.203, -1.046], [-1.289, -2.185, 1.434], [0.921, 2.757, -3.407], [0.054, -0.163, -0.216], [-0.628, -0.860, 0.971], [0.399, 1.208, -0.311], [0.149, 0.045, -0.039], [0.325, -1.253, -0.386], [-0.220, -2.313, 0.854], [1.729, 1.087, -0.549], [0.625, 4.163, 0.216], [1.523, -1.021, -0.620], [-0.723, -1.127, -0.603], [-0.222, -0.191, 0.550], [0.407, -1.390, 1.934], [-1.307, -0.859, 0.709]], "homo_lumo_gap_ev": 7.73, "relative_energy_kcal_mol": 94.8, "e_homo_ev": -7.845, "molar_mass_g_mol": 112.2}